{
  "formula": "C15H21As2AuNOSbSe4",
  "method": "ωB97M-V with the def2-TZVPD basis set",
  "homo_energy_ev": [-10.951, -9.780],
  "e_lumo_ev": [-4.606, -5.597],
  "multiplicity": 2,
  "charge": 1,
  "total_energy_ev": -412718.5145,
  "orbital_gap_ha": [0.233, 0.154],
  "elements": ["Au", "C", "As", "C", "C", "C", "C", "C", "C", "C", "As", "C", "C", "H", "H", "H", "H", "H", "H", "H", "H", "H", "H", "H", "H", "H", "H", "H", "H", "O", "N", "C", "C", "C", "C", "C", "H", "H", "H", "H", "H", "Se", "Sb", "Se", "Se", "Se"],
  "xyz": [[0.116, -1.228, -0.024], [2.819, 1.179, 1.225], [0.937, 1.037, 0.822], [0.465, 2.833, 0.252], [0.068, 0.914, 2.558], [0.676, 1.355, 3.727], [0.026, 1.222, 4.948], [-1.237, 0.653, 5.003], [-1.853, 0.218, 3.836], [-1.206, 0.347, 2.614], [-1.938, -0.419, 0.991], [-3.369, -1.567, 1.571], [-2.836, 1.010, 0.056], [3.002, 2.034, 1.872], [3.358, 1.311, 0.290], [3.167, 0.264, 1.698], [-0.148, 3.290, 1.024], [-0.086, 2.794, -0.684], [1.380, 3.403, 0.115], [1.670, 1.783, 3.697], [0.518, 1.543, 5.857], [-1.734, 0.527, 5.955], [-2.831, -0.240, 3.889], [-4.132, -0.983, 2.079], [-2.974, -2.331, 2.234], [-3.803, -2.050, 0.699], [-3.269, 1.698, 0.778], [-3.620, 0.580, -0.562], [-2.129, 1.528, -0.587], [-0.393, 0.463, -1.950], [0.267, 0.155, -3.048], [1.458, 0.727, -3.306], [2.198, 0.361, -4.410], [1.715, -0.614, -5.266], [0.485, -1.188, -4.989], [-0.221, -0.792, -3.874], [1.774, 1.469, -2.592], [3.157, 0.830, -4.579], [2.287, -0.923, -6.131], [0.069, -1.956, -5.624], [-1.176, -1.201, -3.585], [2.502, -5.857, 0.074], [1.544, -4.160, -1.363], [-0.806, -3.533, -0.687], [1.667, -4.618, -3.757], [2.439, -1.867, -0.848]]
}